1.
ORCA calculation (ωB97M-V/def2-TZVPD) on a structure of composition C34H37N3O9PRhSSe.

Properties
ΔE to the lowest compared entry with this formula, charge and spin in eV: 2.061
Orbital gap (alpha / beta) in Ha: 0.1569 / 0.2691
2S+1: 5
E in hartree: -5410.639078
Net charge: -2

```
87
Properties=species:S:1:pos:R:3:forces:R:3
Rh 0.12345 -0.61375 -0.87419 0.19 -0.55 -0.40
O 6.40702 2.55764 -2.70750 0.01 -0.03 -0.06
C 5.68781 1.38736 -3.11035 0.02 0.03 0.03
C 4.63537 0.93030 -2.13934 0.02 0.00 -0.02
C 4.44530 -0.44256 -1.90013 0.01 0.00 0.01
C 3.30707 -0.82108 -1.23064 -0.07 -0.04 0.05
N 2.40728 0.01191 -0.69459 -0.27 0.22 0.05
C 2.68891 1.35913 -0.74674 -0.02 0.01 -0.06
C 3.76833 1.80763 -1.56000 -0.03 0.01 0.02
C 1.90006 2.27394 0.00635 0.04 0.01 0.06
C 2.26789 3.65010 0.12366 0.01 -0.04 -0.05
C 1.58462 4.50093 0.93958 -0.05 -0.01 0.04
C 1.98734 5.93167 1.11458 0.04 0.01 0.03
O 2.45094 6.20940 2.44692 -0.05 0.04 -0.03
C 0.49889 3.98412 1.69299 0.00 0.00 0.00
C 0.19226 2.64490 1.52198 0.01 -0.03 -0.03
N 0.81632 1.79891 0.71170 0.04 0.08 0.05
H 5.78281 3.13467 -2.25869 -0.02 -0.01 0.04
H 6.43419 0.60310 -3.24050 0.01 -0.01 0.00
H 5.20323 1.55716 -4.07807 -0.01 0.01 -0.01
H 5.10601 -1.19177 -2.31773 -0.01 0.02 0.01
H 3.09539 -1.87792 -1.13125 -0.05 -0.03 0.02
H 3.83443 2.86491 -1.78599 0.02 -0.02 -0.02
H 3.13058 4.02749 -0.40918 -0.03 0.02 0.02
H 1.13650 6.58838 0.89580 -0.01 0.03 0.01
H 2.80066 6.18863 0.43478 0.01 -0.01 -0.02
H 2.06664 5.53009 3.01131 0.02 -0.04 0.00
H -0.09489 4.60550 2.35416 0.01 0.00 -0.01
H -0.63533 2.23022 2.09055 -0.01 -0.02 -0.01
N -0.29893 -1.02558 1.02292 0.02 0.27 0.26
S -1.59558 -1.64313 1.85158 0.04 -0.09 -0.34
C -1.20014 -2.05163 3.43727 0.05 -0.14 0.17
C -0.76760 -1.08535 4.41809 0.00 -0.07 -0.03
C -0.34286 -1.51627 5.65015 0.00 -0.03 0.03
C -0.29094 -2.88101 5.98955 -0.03 0.03 -0.06
C -0.66816 -3.83433 5.00533 0.03 0.02 0.05
C -1.09486 -3.44599 3.76738 -0.03 0.09 0.01
C -2.68404 -0.21969 2.07886 0.03 -0.04 0.04
C -2.57217 0.90484 1.28332 -0.04 0.06 -0.06
C -3.49370 1.93712 1.41909 0.03 -0.03 -0.04
C -4.52696 1.83116 2.33480 -0.03 0.00 0.02
C -4.63910 0.69215 3.12567 0.02 -0.02 -0.01
C -3.71716 -0.33531 3.00024 -0.06 0.03 0.06
H 0.21415 -0.37245 1.61740 0.00 0.10 -0.11
H -0.78769 -0.02637 4.18511 -0.01 -0.03 -0.01
H -0.03215 -0.77418 6.37960 0.00 -0.02 -0.01
H 0.06152 -3.19731 6.96248 0.00 0.00 -0.01
H -0.61149 -4.89394 5.23313 0.00 0.02 0.00
H -1.36762 -4.18610 3.02192 0.00 0.02 0.01
H -1.77787 0.97060 0.55284 0.04 0.02 0.01
H -3.40059 2.81348 0.78940 0.00 -0.01 0.02
H -5.24940 2.63299 2.43288 0.00 -0.01 0.00
H -5.44295 0.60569 3.84713 0.00 0.01 0.00
H -3.77785 -1.22032 3.62299 0.01 0.01 -0.01
C 2.37652 -3.87831 -3.84171 0.00 -0.04 0.00
O 1.90434 -3.81030 -2.50093 0.00 0.20 -0.02
P 0.75920 -2.81434 -1.91841 -0.35 -0.34 0.36
O -0.56518 -3.25995 -2.71823 0.12 0.11 -0.11
C -1.53788 -2.20758 -2.80240 -0.08 -0.04 0.04
O 0.47737 -3.79657 -0.60127 0.01 0.08 0.04
C 1.35781 -3.67396 0.50200 0.13 -0.08 -0.02
H 2.89669 -4.83491 -3.92257 0.00 -0.01 0.02
H 3.05491 -3.05744 -4.06335 -0.01 0.01 0.02
H 1.54948 -3.84326 -4.54880 0.01 0.01 0.01
H -2.47200 -2.69985 -3.08787 -0.03 -0.05 0.05
H -1.27418 -1.51443 -3.60148 0.01 0.01 -0.01
H -1.85721 -2.31101 -0.71820 -0.14 0.00 0.04
H 0.81796 -3.95502 1.40707 -0.01 -0.01 -0.01
H 1.71177 -2.64801 0.63948 -0.02 -0.01 -0.03
H 2.22159 -4.33595 0.37509 -0.01 -0.01 -0.01
C -1.71064 -1.51690 -1.45179 0.30 0.20 -0.05
C -2.92003 -0.63675 -1.50753 0.09 0.09 -0.03
C -2.95629 0.49090 -2.33405 -0.03 0.09 0.04
C -4.10075 1.27377 -2.40487 0.01 -0.03 0.02
C -5.23277 0.94563 -1.66734 0.01 0.00 0.00
C -5.21394 -0.18227 -0.85892 0.02 0.01 0.01
C -4.06885 -0.96271 -0.78585 -0.04 -0.05 -0.01
H -2.06802 0.76077 -2.89408 -0.03 -0.03 0.01
H -4.10446 2.15099 -3.04199 0.00 -0.01 0.00
H -6.12072 1.56548 -1.72086 0.00 0.00 0.00
H -6.08508 -0.44799 -0.27068 0.00 0.00 0.00
H -4.05531 -1.84073 -0.14826 0.00 0.01 0.01
O 0.10644 0.56002 -2.59279 0.17 -0.03 0.03
Se 0.87580 0.01424 -3.99375 0.01 -0.23 -0.06
O 2.20765 0.88492 -4.27875 -0.16 -0.05 0.02
O 1.28448 -1.56741 -3.64770 -0.01 0.38 -0.16
O -0.22364 0.03886 -5.18781 0.11 0.06 0.13
```
Positions in Å, forces in eV/Å.


2.
ORCA calculation (ωB97M-V/def2-TZVPD) on a structure of composition C16H37AsIrN2O4Si2Te.

Properties
ΔE to the lowest compared entry with this formula, charge and spin in eV: 0.000
Orbital gap (alpha / beta) in Ha: 0.2898 / 0.2520
2S+1: 6
E in hartree: -4228.832929
Net charge: +2

```
64
Properties=species:S:1:pos:R:3:forces:R:3
Ir 0.55022 -1.00171 0.30160 0.10 -0.11 0.24
O 2.09425 -2.46094 3.95528 -0.08 0.09 -0.08
C 1.44068 -2.02739 3.07558 0.05 -0.05 0.17
O 0.66792 -2.37636 2.16054 0.04 -0.14 0.14
C 1.54356 -0.13475 2.92992 -0.01 -0.15 0.06
O 1.09841 0.40034 3.89160 0.04 0.02 -0.08
O 1.98219 0.06484 1.79343 -0.02 0.14 0.03
C 0.68210 -4.83918 0.07098 0.03 -0.01 -0.01
Te 2.11317 -3.29584 -0.20294 -0.12 0.12 -0.07
C 2.36587 -3.66650 -2.28048 -0.03 0.05 0.00
H -0.17715 -4.65751 -0.56788 0.00 -0.01 0.00
H 0.40202 -4.83980 1.11972 0.00 0.00 0.01
H 1.16130 -5.77851 -0.19254 -0.01 -0.01 0.01
H 3.05847 -4.49980 -2.36803 -0.01 0.00 -0.03
H 2.78514 -2.78415 -2.75989 -0.02 -0.07 0.05
H 1.40594 -3.91975 -2.72179 0.01 0.00 -0.02
C -4.13659 -0.54793 1.02205 -0.03 0.02 0.08
C -2.72671 -0.91244 0.50556 -0.05 -0.03 -0.02
N -1.70665 -0.65209 1.53335 0.04 0.01 -0.18
C -1.97621 -1.48122 2.71959 0.02 -0.02 0.03
C -3.38726 -1.19341 3.27729 -0.06 0.05 -0.03
N -3.99182 -0.09664 2.44691 0.04 -0.01 -0.01
C -3.12972 1.13173 2.51749 -0.08 -0.06 0.01
C -1.75373 0.76965 1.91666 -0.01 0.02 -0.03
H -4.81953 -1.39495 1.02143 0.01 0.00 -0.03
H -4.59322 0.27105 0.46977 0.01 0.00 -0.02
H -2.48262 -0.32650 -0.37965 0.00 0.00 0.01
H -2.68488 -1.96675 0.23430 0.02 0.00 0.01
H -1.22586 -1.25951 3.47339 0.02 0.00 0.00
H -1.87642 -2.52839 2.44739 0.02 -0.02 0.01
H -3.36585 -0.84061 4.30633 0.01 -0.03 0.01
H -4.05405 -2.05092 3.21228 0.01 -0.01 0.00
H -4.91465 0.12578 2.81827 -0.01 0.01 0.00
H -3.07052 1.42215 3.56463 0.02 0.01 0.00
H -3.64237 1.91517 1.96261 0.02 0.02 0.01
H -0.96531 0.96756 2.64082 0.01 -0.02 -0.02
H -1.55604 1.36779 1.02787 -0.02 -0.05 0.04
C 0.09173 4.33809 -1.48871 0.03 -0.01 0.11
Si 0.97943 3.17164 -0.34239 0.10 -0.05 -0.03
C 2.83640 3.19914 -0.49799 -0.05 0.12 0.04
C 0.44177 3.35483 1.43215 0.00 0.06 -0.05
As 0.45010 0.94136 -1.11037 -0.01 0.11 -0.30
Si 1.56524 0.45160 -3.17889 -0.02 0.15 -0.05
C 1.46604 1.96233 -4.26496 0.07 -0.10 0.00
C 3.32219 0.02867 -2.70192 -0.01 -0.02 -0.05
C 0.60677 -0.97341 -3.90417 -0.03 0.00 0.04
H 0.29406 5.36288 -1.16398 0.00 0.00 -0.02
H -0.98927 4.19338 -1.45696 0.00 -0.01 -0.01
H 0.42195 4.24705 -2.52362 0.01 -0.03 0.02
H 3.19619 4.12066 -0.02897 0.02 -0.01 -0.02
H 3.17248 3.21170 -1.53556 -0.04 -0.03 -0.01
H 3.30877 2.36437 0.02145 -0.03 -0.02 0.01
H 0.81573 4.32176 1.78259 0.01 -0.01 0.01
H 0.86472 2.58632 2.08180 -0.01 0.01 -0.04
H -0.64287 3.38009 1.54721 0.02 0.01 -0.01
H 2.08115 2.78500 -3.89760 -0.02 -0.01 0.03
H 0.44213 2.31643 -4.39152 -0.01 -0.02 0.02
H 1.84212 1.69687 -5.25757 0.01 0.02 0.01
H 3.88668 0.92950 -2.45730 -0.02 0.01 0.02
H 3.82072 -0.44552 -3.55279 0.01 0.01 0.01
H 3.39665 -0.64685 -1.84682 -0.04 0.02 -0.02
H -0.36389 -0.63058 -4.26736 0.00 0.00 0.00
H 0.43366 -1.77404 -3.18286 0.02 0.03 0.01
H 1.14525 -1.39576 -4.75632 0.01 0.01 0.00
```
Positions in Å, forces in eV/Å.


3.
ORCA calculation (ωB97M-V/def2-TZVPD) on a structure of composition C26H17Cl2CoO4P in a non-equilibrium geometry.

Properties
Orbital gap (alpha / beta) in Ha: 0.2828 / 0.2849
2S+1: 2
E in hartree: -3946.505353
Net charge: 0

```
51
Properties=species:S:1:pos:R:3:forces:R:3
Co -0.05897 -0.01536 0.06408 0.27 1.14 -0.24
Cl 5.77060 0.57431 4.20644 0.13 0.05 0.09
C 4.55794 0.29614 3.00028 -0.07 -0.04 -0.01
C 4.94084 0.21389 1.65446 -0.17 -0.03 0.00
C 3.99354 0.00592 0.68639 0.07 -0.08 0.09
Cl 4.44907 -0.03400 -0.97707 0.05 -0.01 -0.09
C 2.61537 -0.16420 0.99944 -0.13 0.08 0.41
O 1.76094 -0.37000 0.06909 0.41 -0.05 -0.26
C 2.26362 -0.06509 2.38190 0.36 0.10 -0.51
C 0.89803 -0.18486 2.78185 -0.20 -0.10 0.08
O -0.06820 -0.40399 2.04580 -0.28 0.15 0.41
C 3.24696 0.16770 3.36009 -0.09 0.02 0.00
H 5.98122 0.31957 1.38040 0.00 0.04 -0.02
H 0.69483 -0.05891 3.85548 0.04 -0.13 0.05
H 2.95557 0.24046 4.40086 0.00 0.01 0.00
O -3.91913 0.18446 -0.50529 0.10 0.07 0.03
C -2.85384 0.75202 -0.40227 -0.05 0.06 -0.19
O -1.70692 0.20208 -0.68387 -0.60 -0.51 -0.02
C -2.82938 2.22548 -0.01537 0.07 0.01 0.20
C -4.06816 2.83942 0.15064 0.00 -0.03 0.00
C -4.16525 4.17144 0.50904 0.05 0.01 -0.01
C -3.01152 4.91842 0.70308 -0.06 0.07 0.01
C -1.77357 4.32528 0.53843 0.08 -0.05 -0.08
C -1.66475 2.97999 0.18126 -0.09 -0.06 0.13
P -0.00654 2.26669 -0.05068 0.02 -0.57 -0.33
C 1.07734 3.06202 1.16097 0.04 -0.19 0.15
C 2.43207 3.23425 0.87830 -0.09 -0.03 -0.06
C 3.31214 3.60576 1.88281 0.05 0.03 0.02
C 2.85240 3.79855 3.17742 -0.03 0.00 -0.01
C 1.50755 3.61140 3.46918 0.04 0.02 0.07
C 0.62495 3.23436 2.47086 -0.04 0.01 -0.12
C 0.50544 2.86840 -1.68906 0.06 0.01 0.11
C 0.83807 4.20420 -1.90825 -0.03 -0.04 -0.01
C 1.18330 4.63245 -3.17921 0.02 0.11 0.02
C 1.19235 3.73615 -4.23915 -0.03 -0.09 0.01
C 0.86049 2.40660 -4.02546 0.01 0.00 -0.07
C 0.52281 1.97112 -2.75313 0.02 0.02 0.12
H -4.95034 2.23491 -0.00804 0.01 -0.02 0.01
H -5.13789 4.62746 0.64016 0.00 0.00 -0.01
H -3.07610 5.96183 0.98429 0.01 -0.01 0.00
H -0.87609 4.91193 0.69220 -0.01 0.01 0.03
H 2.79752 3.05782 -0.12653 0.03 0.02 0.00
H 4.36228 3.73867 1.65603 0.00 -0.01 -0.01
H 3.54126 4.08839 3.96016 0.01 -0.01 0.00
H 1.14888 3.75279 4.48088 -0.01 0.00 -0.01
H -0.42064 3.06697 2.70300 0.01 0.03 0.03
H 0.83167 4.90756 -1.08419 0.01 0.01 -0.01
H 1.44569 5.66962 -3.34516 -0.01 -0.01 0.01
H 1.45866 4.07316 -5.23238 0.01 0.01 0.00
H 0.86682 1.70572 -4.84994 0.01 0.00 0.01
H 0.26738 0.93304 -2.58032 -0.01 -0.02 -0.05
```
Positions in Å, forces in eV/Å.